[1]
Entry from the Open Molecules 2025 dataset: a cluster of 2 separate species, C17H19N in total (ωB97M-V/def2-TZVPD).

Computed properties:
F_max, eV Å⁻¹: 6.4
Lowest unoccupied orbital energy, eV: 0.82
Multiplicity: 1
Energy above the lowest of the compared OMol25 structures with the same formula, charge and spin, kcal/mol: 75.0
Energy, eV: -19424.6519
Kohn-Sham gap, eV: 8.7
SMILES: CCc1c[nH]c2ccccc12.Cc1ccccc1

Cartesian coordinates (Å):
C 1.6294 0.9864 -1.6794
C 1.2996 0.6470 -3.0973
C 1.5367 -0.1262 -0.8310
C 2.4269 -0.5734 0.1544
C 0.4700 -1.1103 -0.7443
C 0.8570 -2.1955 0.1605
C -0.6191 -1.3440 -1.6231
C -0.0338 -3.1859 0.4037
C -1.4656 -2.3872 -1.2829
C -1.1476 -3.3264 -0.3527
N 2.0916 -1.8441 0.7189
H 2.7076 1.2998 -1.7301
H 1.2511 2.0150 -1.3652
H 0.2062 0.9098 -3.2441
H 3.2707 -0.0936 0.4675
H 2.2569 -1.9012 1.6943
H -0.9826 -0.5852 -2.3766
H -0.0927 -3.8304 1.3902
H -2.3855 -2.5200 -1.8123
H -1.9472 -4.0502 -0.2188
H 1.4404 -0.3732 -3.3900
H 1.7229 1.4002 -3.9621
C 1.0563 2.1791 1.7092
C -0.6898 0.3114 2.0409
C -0.3073 1.5739 1.6195
C -2.0192 0.0623 1.8613
C -1.1281 2.3278 0.8660
C -2.9923 0.9529 1.3667
C -2.5072 2.1838 0.8501
H 0.0303 -0.3892 2.4032
H -2.2835 -0.9260 2.3239
H 1.0072 3.3223 1.7935
H 1.6565 1.8119 0.9993
H -0.6247 3.1144 0.3512
H -4.1030 0.9158 1.4828
H -3.1959 2.8909 0.4406
H 1.6076 1.8572 2.6123

Forces on atoms 1 to 6 (eV/Å):
3.080 4.150 -1.703
-2.162 3.436 -3.316
0.192 -3.996 4.953
-2.874 -1.045 -1.872
0.622 -1.973 -1.901
0.024 3.342 -0.768

List of Löwdin charges in e, atom by atom:
1 C -0.2655
2 C -0.1259
3 C -0.2266
4 C -0.0210
5 C -0.1053
6 C -0.2180
7 C -0.0126
8 C -0.0676
9 C -0.1197
10 C -0.1353
11 N 0.0885
12 H 0.1274
13 H 0.1364
14 H 0.0700
15 H 0.0895
16 H 0.1244
17 H 0.1173
18 H 0.1512
19 H 0.0948
20 H 0.1080
21 H 0.0681
22 H 0.1270
23 C -0.0479
24 C -0.0527
25 C -0.2948
26 C -0.1069
27 C -0.0944
28 C -0.0739
29 C -0.0609
30 H 0.1062
31 H 0.1167
32 H 0.1176
33 H -0.0067
34 H 0.1009
35 H 0.1096
36 H 0.0914
37 H 0.0908

[2]
Entry from the Open Molecules 2025 dataset: a cluster of 3 separate species, C23H46N2O5 in total (ωB97M-V/def2-TZVPD).

Computed properties:
F_max, eV Å⁻¹: 9.1
Lowest unoccupied orbital energy (alpha / beta), eV: 0.30 / -0.39
Multiplicity: 3
Energy above the lowest of the compared OMol25 structures with the same formula, charge and spin, kcal/mol: 104.4
Energy, eV: -37806.0631
Kohn-Sham gap (alpha / beta), eV: 9.2 / 9.1

Cartesian coordinates (Å):
C 6.4801 -4.6294 -5.5237
C 5.6386 -3.6841 -4.4735
C 4.5662 -2.6544 -5.2249
O 3.2665 -2.8458 -4.5787
C 2.2138 -3.2824 -5.4978
O 1.4517 -4.4797 -5.0096
C 2.3315 -5.6556 -4.9198
O 1.9484 -6.7967 -5.5430
H 5.8884 -5.6133 -5.8182
H 6.7715 -4.0806 -6.5290
H 7.4596 -4.9879 -4.9429
H 4.9976 -4.3861 -3.7902
H 6.3494 -3.0412 -3.7756
H 4.5785 -2.7357 -6.3895
H 4.9460 -1.5584 -4.9411
H 2.5375 -3.4534 -6.6065
H 1.4008 -2.4084 -5.5225
H 3.3267 -5.6926 -4.2936
C -0.5694 -2.1086 -2.5530
C 0.0914 -1.2403 -1.4408
C -0.8158 -1.1770 -0.1788
C -2.0187 -0.2578 -0.3344
C -1.5726 1.1365 -0.7599
C -0.7016 1.1212 -2.0430
N 0.4302 0.1212 -1.9817
O 1.4196 0.6704 -1.1449
C -1.6217 0.8286 -3.2605
C -0.1969 2.5752 -2.3221
C 1.3555 -2.0810 -1.0477
H -1.3430 -2.7668 -2.1427
H -1.0263 -1.5424 -3.3590
H 0.1656 -2.7451 -3.0598
H -0.2298 -0.8276 0.6825
H -1.1661 -2.1818 0.0888
H -2.7268 -0.6801 -1.0546
H -2.5534 -0.1923 0.6203
H -2.4608 1.7641 -0.9112
H -1.0156 1.5956 0.0679
H -1.0328 0.6471 -4.1663
H -2.2828 1.6804 -3.4743
H -2.2934 -0.0177 -3.1010
H 0.3677 2.9964 -1.4810
H -1.0372 3.2589 -2.4941
H 0.4383 2.6071 -3.2145
H 2.0719 -2.1320 -1.8776
H 1.0709 -3.1119 -0.7978
H 1.8779 -1.6837 -0.1711
C -3.4426 4.2638 5.0813
C -3.3329 2.7547 4.7094
C -3.1918 1.8805 5.9883
C -1.8085 1.9378 6.6201
C -0.7384 1.5845 5.5934
C -0.8164 2.4659 4.3196
N -2.2079 2.5437 3.7344
O -2.4466 1.3224 3.0769
C -0.2925 3.8863 4.6695
C 0.2360 1.9452 3.2861
C -4.7443 2.4426 4.1012
H -3.7369 4.3996 6.1277
H -2.5323 4.8358 4.9287
H -4.1867 4.7800 4.4632
H -3.4126 0.8316 5.7470
H -3.9386 2.1764 6.7357
H -1.6292 2.9291 7.0487
H -1.7592 1.2286 7.4545
H 0.2500 1.6803 6.0615
H -0.8445 0.5248 5.3251
H -0.4779 4.5890 3.8498
H 0.7927 3.8789 4.8449
H -0.7245 4.2924 5.5868
H 0.0910 0.8882 3.0299
H 1.2542 2.0218 3.6863
H 0.2033 2.5320 2.3611
H -4.9018 2.9896 3.1630
H -5.5394 2.7475 4.7949
H -4.8988 1.3766 3.9037

Forces on atoms 1 to 6 (eV/Å):
0.442 -0.373 0.551
-0.304 -0.037 -0.588
1.994 0.601 1.316
-0.569 -0.873 -2.848
-1.427 1.586 0.042
4.073 -1.235 -0.267

List of Löwdin charges in e, atom by atom:
1 C -0.1495
2 C -0.2122
3 C -0.1946
4 O -0.1849
5 C -0.1751
6 O -0.0942
7 C -0.1204
8 O -0.0526
9 H 0.0787
10 H 0.0798
11 H 0.0843
12 H 0.0922
13 H 0.1165
14 H 0.1261
15 H 0.1377
16 H 0.1504
17 H 0.1597
18 H 0.1520
19 C -0.0237
20 C -0.4569
21 C -0.1422
22 C -0.1826
23 C -0.1363
24 C -0.4713
25 N -0.0177
26 O -0.0338
27 C -0.0567
28 C -0.0491
29 C -0.0454
30 H 0.0915
31 H 0.0502
32 H 0.0641
33 H 0.1164
34 H 0.1211
35 H 0.1059
36 H 0.1058
37 H 0.1262
38 H 0.1125
39 H 0.0883
40 H 0.0854
41 H 0.0632
42 H 0.0740
43 H 0.0811
44 H 0.0854
45 H 0.0765
46 H 0.0896
47 H 0.0734
48 C -0.0310
49 C -0.4633
50 C -0.1476
51 C -0.1893
52 C -0.1401
53 C -0.4705
54 N -0.0144
55 O -0.0387
56 C -0.0550
57 C -0.0441
58 C -0.0527
59 H 0.0893
60 H 0.0496
61 H 0.0797
62 H 0.1224
63 H 0.1202
64 H 0.1056
65 H 0.1149
66 H 0.1246
67 H 0.1238
68 H 0.0917
69 H 0.0869
70 H 0.0629
71 H 0.0717
72 H 0.0842
73 H 0.0835
74 H 0.0856
75 H 0.0881
76 H 0.0732

[3]
Entry from the Open Molecules 2025 dataset: an isolated molecule of C4H9ClN2S (ωB97M-V/def2-TZVPD).

Computed properties:
F_max, eV Å⁻¹: 5.5
Lowest unoccupied orbital energy, eV: 0.58
Multiplicity: 1
Energy above the lowest of the compared OMol25 structures with the same formula, charge and spin, kcal/mol: 45.1
Energy, eV: -30629.1941
Kohn-Sham gap, eV: 9.3
SMILES: NC[C@@H](CCl)NC=S

Cartesian coordinates (Å):
C -0.7870 1.6434 0.1893
C -0.2324 0.1879 0.6126
C -1.4968 -0.3853 1.0893
C 1.7002 -0.9123 -0.6985
H 1.2878 2.1173 -0.0806
H 0.4011 2.4415 -1.6137
H -1.2542 2.0528 1.1496
H -1.4807 1.5807 -0.6356
H 0.3595 0.2155 1.6158
H -1.3758 -1.2667 1.8190
H -2.0922 0.2633 1.6628
H -0.3858 -0.9718 -1.0955
H 1.8313 -1.4876 -1.6516
N 0.2253 2.5287 -0.4329
N 0.4187 -0.3874 -0.5393
S 2.8252 -0.5187 0.3113
Cl -2.4768 -0.8728 -0.3824

Forces on atoms 1 to 6 (eV/Å):
2.055 0.229 -0.060
0.523 3.149 1.180
-0.560 -4.426 0.320
-3.293 0.670 -1.200
-3.765 1.752 -1.176
-1.281 -0.187 4.529

List of Löwdin charges in e, atom by atom:
1 C -0.2957
2 C -0.4703
3 C -0.5065
4 C -0.7722
5 H 0.1180
6 H 0.1484
7 H 0.1254
8 H 0.0738
9 H 0.1597
10 H 0.1175
11 H 0.0507
12 H 0.1189
13 H 0.0814
14 N -0.0914
15 N -0.1095
16 S 0.6680
17 Cl 0.5839

[4]
Entry from the Open Molecules 2025 dataset: a cluster of 2 separate species, C4H10N2O2 in total (ωB97M-V/def2-TZVPD).

Computed properties:
F_max, eV Å⁻¹: 3.7
Lowest unoccupied orbital energy (alpha / beta), eV: 0.61 / 0.61
Multiplicity: 1
Energy above the lowest of the compared OMol25 structures with the same formula, charge and spin, kcal/mol: 212.4
Energy, eV: -11377.6924
Kohn-Sham gap (alpha / beta), eV: 8.1 / 8.1

Cartesian coordinates (Å):
C 0.0631 0.6834 0.1632
C 0.0751 1.2009 1.6028
C 0.8062 0.0921 -2.0147
C -2.1473 -1.1996 0.4870
N 1.0096 0.7120 -0.6978
N -0.8487 -1.1623 -0.1811
O 0.0698 -1.7418 0.4018
O 2.3917 1.1442 -0.4683
H -0.7880 1.7897 1.7867
H 0.9963 1.8269 1.7870
H 0.1484 0.2456 2.0887
H 1.7093 0.3812 -2.6496
H 1.0441 -1.0586 -1.8905
H -0.2837 0.0766 -2.3322
H -2.0207 -1.2530 1.5738
H -2.5938 -1.9988 0.0445
H -2.6975 -0.3467 0.2680
H 3.0661 0.6081 0.0307

Forces on atoms 1 to 6 (eV/Å):
-0.122 1.631 0.126
2.777 -0.141 -2.385
1.984 -2.932 -0.362
2.419 1.298 2.249
-0.622 -0.906 1.010
0.523 0.072 -1.185

List of Löwdin charges in e, atom by atom:
1 C -0.0978
2 C -0.0453
3 C -0.0552
4 C -0.0763
5 N -0.1997
6 N -0.2151
7 O -0.1175
8 O -0.0430
9 H 0.0554
10 H 0.0878
11 H 0.0649
12 H 0.1018
13 H 0.1086
14 H 0.1064
15 H 0.0906
16 H 0.0508
17 H 0.0574
18 H 0.1262

Look up the energy above the lowest of the compared OMol25 structures with the same formula, charge and spin of the second one.
104.4 kcal/mol